No. 1
Density functional theory data (the ωB97M-V functional and the def2-TZVPD basis) for a structure of composition C13H18F5I2OOsP2 at a distorted geometry.

Calculated values
Multiplicity: 5
HOMO-LUMO gap (alpha / beta), eV: 8.137 / 5.558
LUMO level (alpha / beta), Ha: -0.4187 / -0.5175
Expectation value of S²: 6.034
Net charge: +3
HOMO level (alpha / beta), Eh: -0.7177 / -0.7217
F_max, hartree/bohr: 0.103

```
42
Properties=species:S:1:pos:R:3:lowdin_charge:R:1
I -0.9284 2.9307 0.2857 0.8734
I -3.8230 -0.7608 -0.5116 0.9001
Os -1.1649 0.1344 -0.1130 0.5279
P -0.7734 0.4664 -2.3645 0.5849
C -0.9401 -1.0025 -3.3889 -0.2213
C -1.9686 1.6985 -3.0253 -0.2409
H -1.6196 1.9870 -4.0287 0.0857
H 0.8688 1.3563 -3.9222 0.0848
H -1.9920 2.5750 -2.3553 -0.0163
H 1.1005 2.0530 -2.2833 0.0444
H -1.9753 -1.3563 -3.3719 0.0586
H -2.9676 1.2404 -3.0674 0.0452
C 0.8639 1.1383 -2.8439 -0.2154
H -0.6448 -0.7854 -4.4213 0.0879
H 1.6359 0.3906 -2.6227 0.0538
H -0.3058 -1.8065 -2.9996 0.0614
P -1.2536 -0.0524 2.1895 0.5779
C -1.5497 -1.7472 2.7811 -0.2143
C 0.2340 0.4560 3.1248 -0.2192
H -2.5301 1.9879 2.4431 -0.0145
H -2.4652 0.9951 3.9412 0.0840
H -3.5673 0.5451 2.5906 0.0469
C -2.5984 0.9747 2.8562 -0.2480
H 0.5298 1.4767 2.8536 0.0400
H 0.0292 0.4104 4.2039 0.0852
H -1.4757 -1.7876 3.8804 0.0881
H -0.8076 -2.4365 2.3432 0.0608
H 1.0703 -0.2141 2.8920 0.0524
H -2.5506 -2.0797 2.4643 0.0601
C -1.0693 -1.7181 -0.3362 -0.5844
O -1.1649 -2.8719 -0.5074 0.1357
F 1.8051 2.1408 0.3441 0.0029
C 2.2365 0.8539 0.3027 -0.1868
C 1.3713 -0.2191 0.1296 -0.0313
C 2.0074 -1.4518 0.1108 -0.1397
F 1.3206 -2.6171 0.0003 0.1343
C 3.3980 -1.6134 0.2259 -0.0011
F 3.9433 -2.8499 0.1753 0.2324
C 4.2100 -0.4901 0.4045 -0.0549
F 5.5456 -0.6116 0.5361 0.1972
C 3.6197 0.7664 0.4516 -0.0314
F 4.3461 1.8945 0.6328 0.2137
```


No. 2
Density functional theory data (the ωB97M-V functional and the def2-TZVPD basis) for a structure of composition C13H18F5I2OP2Pm at a distorted geometry.

Calculated values
Multiplicity: 5
HOMO-LUMO gap (alpha / beta), eV: 5.736 / 5.763
LUMO level (alpha / beta), Ha: -0.3303 / -0.3299
Expectation value of S²: 6.007
Net charge: +2
HOMO level (alpha / beta), Eh: -0.5411 / -0.5417
F_max, hartree/bohr: 0.079

```
42
Properties=species:S:1:pos:R:3:lowdin_charge:R:1
I -1.0181 -2.1181 0.9696 0.5210
I -2.9365 0.7864 0.6464 0.2210
Pm 0.1362 0.5940 -0.5965 1.1931
P 2.3422 -0.6127 -1.8821 0.6825
C 3.9373 -0.0164 -1.1969 -0.2518
C 2.7523 -2.3616 -2.2216 -0.2613
H 3.6751 -2.4620 -2.8136 0.0746
H 3.4249 -0.0607 -4.0003 0.0722
H 1.9135 -2.8220 -2.7545 0.0503
H 1.6518 -0.3933 -4.1975 0.0556
H 4.1584 -0.5536 -0.2634 0.0632
H 2.8467 -2.9022 -1.2721 0.0523
C 2.4187 0.0957 -3.5809 -0.2560
H 4.7297 -0.1786 -1.9441 0.0707
H 2.1798 1.1684 -3.5445 0.0460
H 3.8635 1.0473 -0.9403 0.0344
P -3.6957 -2.3609 1.1197 0.5411
C -3.9869 -1.8825 2.8453 -0.2689
C -5.2206 -1.8713 0.2593 -0.2395
H -3.5510 -4.5821 0.1812 0.0691
H -4.9107 -4.4019 1.3420 0.0776
H -3.2169 -4.5870 1.9562 0.0670
C -3.8501 -4.1731 1.1586 -0.2488
H -5.1192 -2.0996 -0.8103 0.0756
H -6.0343 -2.4697 0.6939 0.0831
H -4.9620 -2.2799 3.1486 0.0829
H -3.9777 -0.7908 2.9310 0.0148
H -5.4051 -0.7986 0.3976 0.0151
H -3.2031 -2.3093 3.4768 0.0602
C -0.0766 1.0949 1.8964 -0.2904
O -0.0883 1.5922 2.9341 0.1373
F 3.0302 1.7909 2.1993 0.0886
C 2.4732 2.6820 1.3346 -0.2416
C 1.6647 2.2720 0.2903 -0.2150
C 1.1259 3.2539 -0.5246 -0.2276
F 0.1648 2.8657 -1.5176 -0.0915
C 1.3409 4.6141 -0.3549 -0.1110
F 0.7288 5.4795 -1.1978 0.1326
C 2.1458 5.0111 0.7164 -0.0748
F 2.4300 6.3176 0.9066 0.1507
C 2.6779 4.0392 1.5754 -0.0966
F 3.4403 4.3831 2.6341 0.1422
```


No. 3
Density functional theory data (the ωB97M-V functional and the def2-TZVPD basis) for a cluster of 3 separate species, C13H18F5O5P in total at a distorted geometry.

Calculated values
HOMO-LUMO gap, eV: 10.327
LUMO level, Ha: 0.0185
HOMO level, Eh: -0.3610
F_max, hartree/bohr: 0.136

```
42
Properties=species:S:1:pos:R:3:lowdin_charge:R:1
C -0.8294 2.8181 -5.0438 0.0520
C -1.0912 1.8536 -4.1785 -0.1334
C -1.5096 0.6540 -3.1573 -0.2500
P -2.4001 1.2852 -1.6046 0.8746
O -3.8534 0.4408 -2.1319 -0.3961
C -0.8435 2.1270 -0.8750 -0.3927
F -0.8148 1.7635 0.5528 -0.0485
F 0.4121 1.6813 -1.4196 0.0079
C -0.8409 3.7415 -0.9124 -0.2871
F 0.2532 4.1658 -0.0392 0.0343
F -0.4892 4.2854 -2.2152 0.0486
F -2.0218 4.3545 -0.3670 0.0548
H -0.9782 3.7161 -5.7624 0.0597
H -2.3028 0.0382 -3.7528 0.1024
H -0.6429 -0.0796 -2.9544 0.0989
H -3.1375 2.5091 -1.7202 0.0768
H -2.4018 0.4140 -0.4532 0.0724
H -4.5794 0.5739 -1.4711 0.0486
O -3.0667 -2.2652 2.1391 0.1106
C -2.0608 -1.8745 2.6802 -0.4687
O -1.2641 -2.6523 3.4665 0.0289
C -0.2259 -1.8461 4.0312 -0.1661
C -0.1103 -0.6507 3.1171 -0.1588
C -1.5289 -0.4697 2.6301 -0.0837
H -0.5159 -1.5654 5.0486 0.1271
H 0.7029 -2.4194 4.0739 0.1242
H 0.2982 0.2322 3.6130 0.1240
H 0.5395 -0.8932 2.2700 0.1039
H -2.1147 0.1581 3.3063 0.1396
H -1.5570 -0.0747 1.6152 0.0860
O 0.8373 -1.6840 -1.0549 0.1063
C 1.9236 -1.6459 -0.5284 -0.4704
O 2.2688 -0.7644 0.4521 0.0091
C 3.6556 -0.9278 0.7660 -0.1610
C 4.0059 -2.3233 0.3108 -0.1655
C 3.0963 -2.5171 -0.8811 -0.0798
H 4.2264 -0.1614 0.2328 0.1312
H 3.8070 -0.7988 1.8399 0.1279
H 5.0655 -2.4470 0.0785 0.1204
H 3.7453 -3.0449 1.0925 0.1223
H 3.5500 -2.1479 -1.8042 0.1374
H 2.7932 -3.5590 -0.9896 0.1318
```


No. 4
Density functional theory data (the ωB97M-V functional and the def2-TZVPD basis) for the ion C13H18N with charge +1 at a distorted geometry.

Calculated values
HOMO-LUMO gap, eV: 9.813
LUMO level, Ha: -0.1055
Net charge: +1
HOMO level, Eh: -0.4661
F_max, hartree/bohr: 0.105

```
32
Properties=species:S:1:pos:R:3:lowdin_charge:R:1
C -3.3369 1.5579 -0.8147 -0.0490
C -2.4193 1.4144 -1.9178 -0.0398
C -3.0321 0.9084 0.3573 -0.0426
C -1.2545 0.7172 -1.7791 -0.0338
C -1.7638 0.2340 0.5013 -0.0341
C -0.8433 0.2441 -0.5037 -0.2455
C 2.0871 -1.4712 1.7608 -0.0536
C 0.6533 -1.5528 2.2419 -0.0287
C 1.5710 0.3980 -1.1301 -0.0602
C 1.7748 1.4492 0.0334 -0.0938
C 0.4047 -0.5244 -0.5918 -0.3171
C 1.0570 -0.5222 1.1258 -0.2744
C 0.2784 -1.8653 -1.2164 -0.0196
N 1.2220 0.8971 1.2181 0.0547
H -4.3428 1.7469 -1.0592 0.0955
H -2.6298 1.9118 -2.8870 0.1247
H -3.7058 0.7420 1.2149 0.1196
H -0.5488 0.7277 -2.6083 0.1176
H -1.5672 -0.2863 1.4119 0.1008
H 2.8124 -1.0472 2.4331 0.1047
H 2.4382 -2.3832 1.1778 0.1327
H 0.0023 -2.3175 1.8328 0.1159
H 0.5053 -1.1811 3.2032 0.0874
H 1.5485 0.9103 -2.1261 0.1380
H 2.4408 -0.2126 -1.2250 0.1074
H 2.7973 1.5372 0.0793 0.1101
H 1.4071 2.4170 -0.1828 0.1334
H 0.1279 -1.7052 -2.2970 0.1063
H -0.6272 -2.3596 -0.8145 0.1016
H 1.0556 -2.6623 -0.9319 0.1186
H 1.7023 1.1926 2.1350 0.2379
H 0.1854 1.0853 1.3587 0.1857
```


No. 5
Density functional theory data (the ωB97M-V functional and the def2-TZVPD basis) for an isolated molecule of C13H18N2 at a distorted geometry.

Calculated values
HOMO-LUMO gap, eV: 8.685
LUMO level, Ha: 0.0317
HOMO level, Eh: -0.2874
F_max, hartree/bohr: 0.110

```
33
Properties=species:S:1:pos:R:3:lowdin_charge:R:1
C 3.6566 0.4435 0.4943 -0.0865
C 2.6826 0.9964 1.3609 -0.0771
C 3.2792 -0.3099 -0.5773 -0.0763
C 1.3373 0.7721 1.2441 -0.0231
C 1.8939 -0.5478 -0.7483 -0.0517
C 0.9158 -0.0420 0.1188 -0.1159
C -1.4216 1.8754 0.8190 -0.1273
C -1.2888 0.4057 1.0962 -0.2884
C -0.6329 -0.1210 -0.1493 -0.2863
C -2.7386 -0.1427 1.2316 -0.0254
C -0.9746 -2.6246 0.0935 -0.0724
C -0.0683 1.4021 -2.3117 -0.0492
C -1.1654 -1.3612 -0.7786 -0.1884
N -1.2860 2.1876 -0.4100 0.0738
N -0.9230 1.1344 -1.1752 -0.1299
H 4.6244 0.8414 0.6616 0.0899
H 2.8327 1.6744 2.1220 0.0764
H 3.9962 -0.9383 -1.1416 0.1157
H 0.6435 1.2756 1.9715 0.1170
H 1.5007 -0.9086 -1.6624 0.0901
H -1.5772 2.5820 1.5207 0.0800
H -0.8251 0.1777 2.0227 0.1177
H -2.6165 -1.1979 1.3900 0.0520
H -3.3015 -0.0220 0.3105 0.0969
H -3.1311 0.1442 2.1188 0.0458
H -1.1744 -3.4442 -0.5909 0.0685
H -1.6689 -2.7972 0.8790 0.0431
H 0.0755 -2.7722 0.5093 0.1029
H -0.2111 0.3916 -2.8927 0.1222
H -0.4288 2.1689 -2.8462 0.0362
H 0.9494 1.5431 -2.0101 0.0678
H -2.2352 -1.2844 -0.9295 0.1073
H -0.7189 -1.5021 -1.7405 0.0946
```


No. 6
Density functional theory data (the ωB97M-V functional and the def2-TZVPD basis) for an isolated molecule of C13H18N2O3S at a distorted geometry.

Calculated values
HOMO-LUMO gap, eV: 9.002
LUMO level, Ha: 0.0090
HOMO level, Eh: -0.3219
F_max, hartree/bohr: 0.069

```
37
Properties=species:S:1:pos:R:3:lowdin_charge:R:1
C 0.2401 -6.0019 -1.0393 -0.0583
C -0.5737 -4.7828 -0.6693 -0.2807
C -0.8462 -3.8070 -1.6346 -0.0499
C -1.4288 -2.5864 -1.2866 -0.0680
C -1.6422 -2.2628 0.0544 -0.2492
S -2.1460 -0.5500 0.4846 0.6704
N -0.9008 0.5650 0.2425 -0.0419
C -1.1557 1.7608 0.7628 -0.6216
O -2.1548 2.1972 1.3351 0.0499
O -3.2283 -0.2798 -0.4373 -0.3146
O -2.3740 -0.6601 1.9098 -0.3277
C -1.6268 -3.3269 0.9790 -0.0459
C -1.0585 -4.5594 0.6283 -0.0408
H 0.3834 -6.6664 -0.1797 0.0729
H -0.2306 -6.5765 -1.8502 0.0815
H 1.2340 -5.7095 -1.4062 0.0822
H -0.5588 -4.0061 -2.6727 0.1156
H -1.6887 -1.8724 -2.0640 0.1123
H -2.0387 -3.2004 1.9797 0.1111
H -0.9428 -5.3682 1.3613 0.1131
C 2.6153 3.6818 -0.1906 -0.2046
C 2.1930 3.7243 1.2712 -0.1759
C 1.0553 2.7704 1.6427 -0.0688
N -0.0687 2.7678 0.6102 -0.0244
C 0.2431 2.9457 -0.8528 -0.0990
C 1.4234 3.8742 -1.1154 -0.1752
H 3.3045 4.5102 -0.3665 0.1126
H 3.1971 2.7777 -0.4310 0.1246
H 3.0558 3.4621 1.8862 0.1186
H 1.8874 4.7614 1.5196 0.1258
H 1.3440 1.7267 1.7914 0.1382
H 0.5892 3.1512 2.5638 0.1405
H -0.5722 3.6045 0.8624 0.1610
H 0.3266 1.9205 -1.2319 0.1233
H -0.6623 3.4070 -1.2910 0.1494
H 1.0655 4.9193 -1.0246 0.1252
H 1.7408 3.6888 -2.1413 0.1185
```


No. 7
Density functional theory data (the ωB97M-V functional and the def2-TZVPD basis) for a cluster of 2 separate species, C13H18N2O3S in total at a distorted geometry.

Calculated values
HOMO-LUMO gap, eV: 8.048
LUMO level, Ha: -0.0040
HOMO level, Eh: -0.2997
F_max, hartree/bohr: 0.052

```
37
Properties=species:S:1:pos:R:3:lowdin_charge:R:1
C -3.0183 0.0608 -0.2747 -0.0981
N -1.8510 0.0969 0.5560 -0.2653
C -1.6760 1.2790 1.3859 -0.1862
C -0.7926 0.8353 2.5624 -0.1546
C -0.7706 -0.7022 2.5383 -0.1557
C -1.4840 -1.1341 1.2449 -0.1871
H -3.0474 -0.8855 -0.8289 0.0922
H -3.9736 0.1695 0.2756 0.0883
H -2.9630 0.8784 -1.0026 0.0837
H -1.1744 2.0304 0.7610 0.0966
H -2.6369 1.7123 1.7269 0.1177
H 0.2143 1.2322 2.4104 0.1034
H -1.1854 1.2266 3.5040 0.1021
H 0.2496 -1.0883 2.5451 0.1013
H -1.3034 -1.1049 3.4032 0.1007
H -2.3533 -1.7901 1.4477 0.1160
H -0.8048 -1.6740 0.5653 0.0903
C 7.1021 -1.7560 -1.6157 -0.0501
C 5.6368 -1.6294 -1.9134 -0.2656
C 5.1875 -0.4954 -2.5944 -0.0312
C 3.8387 -0.3284 -2.8955 -0.0426
C 2.9264 -1.3111 -2.5080 -0.2846
S 1.2062 -1.1784 -2.9916 0.7529
N 0.2728 -0.6854 -1.4268 0.0424
C -0.1378 0.4615 -1.3076 -0.3778
O -0.4479 1.6108 -1.2815 0.1266
O 1.0919 -0.0863 -3.9229 -0.2906
O 0.6853 -2.4835 -3.2778 -0.2851
C 3.3542 -2.4404 -1.8126 -0.0486
C 4.7080 -2.6020 -1.5203 -0.0226
H 7.3197 -2.6528 -1.0312 0.0771
H 7.6830 -1.7980 -2.5456 0.0890
H 7.4586 -0.8826 -1.0551 0.0881
H 5.9129 0.2634 -2.8953 0.1232
H 3.5014 0.5485 -3.4397 0.1164
H 2.6213 -3.1860 -1.5149 0.1195
H 5.0395 -3.4979 -0.9899 0.1183
```


No. 8
Density functional theory data (the ωB97M-V functional and the def2-TZVPD basis) for a structure of composition C13H18N3O3PYb at a distorted geometry.

Calculated values
HOMO-LUMO gap, eV: 3.812
LUMO level, Ha: -0.3613
Net charge: +2
HOMO level, Eh: -0.5014
F_max, hartree/bohr: 0.102

```
39
Properties=species:S:1:pos:R:3:lowdin_charge:R:1
C 1.5686 -2.7703 3.0881 0.0325
C 2.2049 -3.2707 1.8944 -0.0881
C 2.0144 -2.3739 0.5964 -0.0905
C 0.7781 -2.4790 -0.1250 0.0635
C 0.6679 -1.4873 -1.3905 -0.2710
O 0.1857 -1.8115 -2.4954 0.0869
C 1.2843 -0.0151 -1.1260 -0.0987
C 0.5032 1.3072 -1.6412 -0.1899
C 0.0066 2.0598 -0.2458 -0.2286
C -1.5189 2.6295 -0.3227 -0.2089
C -2.6482 1.5076 -0.5240 -0.2182
N -2.7641 0.5912 0.6430 0.0015
C -3.6433 -0.5448 0.2361 -0.4363
N -4.9485 -0.4964 0.3658 0.1555
N -2.9918 -1.7534 -0.3803 0.0837
C 2.5143 0.0940 -0.4048 -0.1499
P 3.3739 1.7218 -0.0031 0.8006
O 2.9950 2.0901 1.4615 -0.4547
C 3.1260 -1.3233 0.0821 -0.2366
O 4.3415 -1.5838 0.0241 0.1132
H 2.1039 -2.6267 4.0790 0.0835
H 0.4684 -2.4339 3.0349 0.0746
H 2.8207 -4.2217 1.9605 0.1215
H -0.0707 -3.1699 0.1774 0.1357
H 1.1763 1.9918 -2.2989 0.0668
H -0.4022 0.9240 -2.2414 0.1219
H 0.7269 2.9721 -0.0916 0.0673
H 0.1469 1.3352 0.6378 0.1587
H -1.6159 3.5112 -1.0940 0.0277
H -1.7291 3.1187 0.7039 0.1615
H -3.6517 2.0688 -0.5980 0.1510
H -2.5331 0.9485 -1.5223 0.1236
H -1.8478 0.2504 0.9661 0.1013
H -5.3569 -1.3784 -0.0082 0.0809
H -2.1427 -1.3764 -0.8306 0.0355
H -2.7473 -2.3822 0.3991 0.0872
H 2.8174 2.7653 -0.8290 -0.0213
H 4.7956 1.6227 -0.1256 0.0586
Yb -0.0085 3.9886 -2.0518 1.6981
```


Number 1: calculated total energy -2448.30971 Eh. Number 2: calculated total energy -2966.59341 Eh. Number 3: calculated total energy -1722.86874 Eh. Number 4: calculated total energy -560.56819 Eh. Number 5: calculated total energy -615.55677 Eh. Number 6: calculated total energy -1239.53544 Eh. Number 7: calculated total energy -1239.53987 Eh. Number 8: calculated total energy -2395.22276 Eh.